[1]
13
Properties=species:S:1:pos:R:3:nbo_charge:R:1 method="wB97M-V/def2-TZVPD" homo_lumo_gap_ev=10.82 smiles="C[C@H]1CN1C=O"
C -1.53864 -0.60720 0.40431 -0.6137
C -0.19687 -0.49569 -0.26243 -0.0719
C 0.20203 0.45903 -1.33030 -0.2186
N 0.46468 0.74513 0.07465 -0.4746
C 1.62038 0.65217 0.83941 0.5396
O 1.96959 -0.37092 1.38544 -0.5635
H -1.33919 -0.76977 1.46998 0.2235
H -2.15378 -1.43272 0.04093 0.2133
H -2.08487 0.33378 0.31234 0.2147
H 0.42275 -1.39152 -0.19899 0.2158
H 1.04692 0.15763 -1.94857 0.2041
H -0.52495 1.10353 -1.82186 0.2072
H 2.11197 1.61657 1.03508 0.1242

=====

[2]
13
Properties=species:S:1:pos:R:3:nbo_charge:R:1 method="wB97M-V/def2-TZVPD" homo_lumo_gap_ev=10.58 smiles=O[C@H]1C[C@H]2N[C@@H]12
O 1.83263 0.75103 0.36702 -0.7093
C 0.90548 0.23352 -0.53923 0.0969
C 0.31577 -1.17779 -0.19264 -0.4257
C -1.03587 -0.51730 0.11689 -0.0875
N -0.72204 0.56124 1.07609 -0.6360
C -0.50737 0.77036 -0.36739 -0.1248
H 1.37236 0.71338 1.22611 0.4847
H 1.31388 0.35188 -1.54073 0.1856
H 0.81866 -1.72006 0.61362 0.2121
H 0.25128 -1.78878 -1.09717 0.2149
H -2.02033 -0.95376 -0.01898 0.2123
H -1.44825 1.24002 1.23958 0.3696
H -1.07621 1.53625 -0.88316 0.2072

=====

[3]
13
Properties=species:S:1:pos:R:3:nbo_charge:R:1 method="wB97M-V/def2-TZVPD" homo_lumo_gap_ev=10.45 smiles="[H]/N=C(/C)O.C#C"
H 0.02091 -2.62459 -0.14252 0.3420
N -0.06416 -1.87103 -0.81854 -0.6540
C 0.09269 -0.68885 -0.39464 0.5952
C 0.48569 0.36761 -1.38593 -0.6867
O 0.89826 -0.47771 0.86483 -0.7681
H -0.00943 0.17753 -2.33503 0.2355
H 0.17528 1.34744 -1.03259 0.2299
H 1.56462 0.40256 -1.53337 0.2361
H 1.16276 -1.33344 1.23303 0.4788
C -0.56277 1.06902 1.61393 -0.1256
C -1.57159 0.93672 0.92497 -0.3621
H 0.33373 1.28624 2.13735 0.2349
H -2.52599 1.40849 0.86850 0.2440

=====

It is found that the molar mass values, taken in the order of the records, are 85.106 85.106 85.106 g/mol.
It is found that the relative energy (zero: lowest compared OMol25 entry of this formula, charge and spin) values, taken in the order of the records, are 44.5 66.3 112.5 kcal per mole.